<i>
Here is one molecule with the formula CH6N2O2S from OMol25. Energies are from the ωB97M-V functional and the def2-TZVPD basis.

Geometry (Å):
C -0.932 -0.677 -1.136
O 0.478 -0.598 -1.279
S 1.370 0.172 -0.251
N 0.346 1.899 0.476
N 1.109 -0.695 1.198
O 2.676 0.048 -0.816
H -1.225 -1.756 -0.773
H -1.178 -0.612 -2.294
H -1.395 0.234 -0.716
H 0.524 2.633 -0.176
H 1.600 -0.034 1.869
H 0.170 -0.605 1.262

HOMO-LUMO gap, Eh: 0.3335
Highest occupied orbital energy, eV: -8.913
Structure (SMILES): CO[S@@](=N)(N)=O


<ii>
Here is one molecule with the formula CH6N2O2S from OMol25. Energies are from the ωB97M-V functional and the def2-TZVPD basis.

Geometry (Å):
C 0.271 -0.024 -2.187
N -0.231 -0.152 2.185
N -0.565 0.892 1.449
O 1.068 -1.293 -0.043
O -0.591 0.567 0.050
S 0.916 0.093 -0.428
H 1.070 -0.587 -2.758
H -0.604 -0.574 -1.978
H 0.016 0.967 -2.379
H -0.757 -1.032 2.166
H 0.828 -0.259 2.233
H -1.423 1.403 1.691

HOMO-LUMO gap, Eh: 0.3755
Highest occupied orbital energy, eV: -9.239


The most stable arrangement is <ii>, and the next structure is 1.633 eV less stable.


<i>
Here is CH4FOPS as an isolated structure from OMol25. Energies are from the ωB97M-V functional and the def2-TZVPD basis.

Geometry (Å):
C -2.026 0.227 0.300
O 2.359 -1.064 -0.471
F 2.814 1.208 -0.407
P 2.590 0.010 0.653
S -0.182 -0.355 0.218
H -2.488 -0.006 1.309
H -2.164 1.167 -0.153
H -2.616 -0.352 -0.329
H 1.713 -0.836 -1.120

HOMO-LUMO gap (spin up / spin down), Eh: 0.2633 / 0.2496
Highest occupied orbital energy (spin up / spin down), eV: -8.610 / -8.462


<ii>
Here is a 2-piece molecular cluster, CH4FOPS overall from OMol25. Energies are from the ωB97M-V functional and the def2-TZVPD basis.

Geometry (Å):
C 0.346 -1.257 -0.408
P 0.490 0.548 -0.821
O -0.233 1.358 0.237
S 1.089 1.368 -2.426
H 0.150 -1.735 -1.314
H 1.195 -1.529 0.061
H -0.534 -1.319 0.395
F -1.365 1.271 2.591
H -1.139 1.293 1.683

HOMO-LUMO gap, Eh: 0.3443
Highest occupied orbital energy, eV: -10.487
Structure (SMILES): CP(=O)=S.F


The most stable arrangement is <ii>, and the next structure is 1.610 eV less stable.


<i>
Here is one molecule with the formula C2H4IN from OMol25. Energies are from the ωB97M-V functional and the def2-TZVPD basis.

Geometry (Å):
H -0.489 2.329 0.063
N 0.231 1.612 0.002
C -0.398 0.281 0.021
C 0.582 -0.817 -0.046
I -2.443 -0.144 0.122
H 1.556 -0.373 -0.247
H 0.332 -1.541 -0.823
H 0.628 -1.348 0.907

HOMO-LUMO gap (spin up / spin down), Eh: 0.3675 / 0.3675
Highest occupied orbital energy (spin up / spin down), eV: -9.658 / -9.657
Structure (SMILES): [H]/N=C(/C)I


<ii>
Here is a 2-piece molecular cluster, C2H4IN overall from OMol25. Energies are from the ωB97M-V functional and the def2-TZVPD basis.

Geometry (Å):
C 0.329 0.513 0.136
C -0.676 -0.468 -0.389
N 1.352 0.724 -0.522
I -2.593 -0.015 -0.140
H -0.043 0.802 1.113
H -0.042 -1.734 1.060
H -0.454 -1.077 -1.194
H 2.126 1.255 -0.062

HOMO-LUMO gap (spin up / spin down), Eh: 0.3123 / 0.2971
Highest occupied orbital energy (spin up / spin down), eV: -9.372 / -8.777


The most stable arrangement is <i>, and the next structure is 3.026 eV less stable.


<i>
Here is a 2-piece molecular cluster, C4H5FN2 overall from OMol25. Energies are from the ωB97M-V functional and the def2-TZVPD basis.

Geometry (Å):
C 1.990 0.726 -0.212
N 1.212 -0.470 -0.537
C 0.306 -1.009 0.128
C -0.668 -1.811 0.501
F -1.962 -1.530 0.207
H 2.473 0.885 0.733
H 1.164 1.417 -0.595
H 2.714 0.754 -0.943
H -0.492 -2.606 1.134
C -2.279 1.238 -0.132
N -1.168 1.325 0.133
H -3.288 1.082 -0.414

HOMO-LUMO gap, Eh: 0.3451
Highest occupied orbital energy, eV: -8.382
Structure (SMILES): CN=C=CF.C#N


<ii>
Here is one molecule with the formula C4H5FN2 from OMol25. Energies are from the ωB97M-V functional and the def2-TZVPD basis.

Geometry (Å):
F -3.096 -0.699 0.014
C -2.033 0.197 -0.079
C -0.637 -0.165 0.182
C 0.547 0.826 0.088
N 1.703 -0.019 0.038
C 1.214 -1.293 -0.055
N -0.097 -1.344 0.112
H -2.479 1.311 -0.082
H 0.290 1.462 1.026
H 0.180 1.628 -0.795
H 2.609 0.369 -0.411
H 1.800 -2.273 -0.039

HOMO-LUMO gap, Eh: 0.2901
Highest occupied orbital energy, eV: -7.491
Structure (SMILES): F/C=C1/CNC=N1


The most stable arrangement is <ii>, and the next structure is 0.289 eV less stable.


<i>
Here is one molecule with the formula C4H11N3S from OMol25. Energies are from the ωB97M-V functional and the def2-TZVPD basis.

Geometry (Å):
C 2.294 -1.147 0.041
N 0.948 -1.325 -0.512
C 0.291 -0.325 -0.864
N 0.609 1.011 -1.033
C 0.912 1.808 0.201
N -1.002 -0.591 -1.550
S -2.489 0.077 -0.818
C -2.710 -0.504 1.025
H 2.216 -0.472 1.002
H 3.079 -0.586 -0.729
H 3.015 -2.136 0.462
H -0.140 1.444 -1.714
H 0.569 2.816 -0.154
H 2.019 1.676 0.366
H 0.510 1.732 1.320
H -1.243 -1.684 -1.197
H -3.268 -1.463 1.092
H -3.700 0.055 1.182
H -1.909 -0.386 1.879

HOMO-LUMO gap, Eh: 0.3581
Highest occupied orbital energy, eV: -9.007
Structure (SMILES): C/N=C(\NC)NSC


<ii>
Here is one molecule with the formula C4H11N3S from OMol25. Energies are from the ωB97M-V functional and the def2-TZVPD basis.

Geometry (Å):
H 0.566 -1.843 -1.657
N -0.208 -1.811 -1.006
C -0.187 -0.715 -0.398
N 0.779 0.294 -0.539
N 1.656 0.173 -1.607
C 2.989 0.654 -1.278
C -1.203 -0.495 0.715
C -0.683 -1.061 2.028
S -1.800 1.236 0.894
H 0.460 1.234 -0.344
H 1.304 0.656 -2.405
H 3.372 0.024 -0.470
H 3.012 1.708 -0.944
H 3.624 0.551 -2.166
H -2.072 -1.043 0.422
H 0.225 -0.501 2.357
H -1.421 -0.948 2.812
H -0.418 -2.098 1.887
H -0.930 1.594 1.858

HOMO-LUMO gap, Eh: 0.3626
Highest occupied orbital energy, eV: -9.165
Structure (SMILES): [H]/N=C(\NNC)[C@@H](C)S


The most stable arrangement is <ii>, and the next structure is 3.209 eV less stable.


<i>
Here is a 2-piece molecular cluster, C2H7O2 overall from OMol25. Energies are from the ωB97M-V functional and the def2-TZVPD basis.

Geometry (Å):
O 1.054 1.667 -1.148
H 1.372 2.068 -1.938
H -0.363 -2.111 -0.458
H 1.644 2.069 -0.441
C -0.091 -1.438 0.404
C -1.103 -0.491 0.598
O -0.833 0.831 0.551
H 0.889 -1.006 0.535
H -0.215 -2.032 1.356
H -2.282 -0.597 0.738
H -0.073 1.040 -0.198

HOMO-LUMO gap, Eh: 0.4130
Highest occupied orbital energy, eV: -17.156
Net charge: +1


<ii>
Here is a 2-piece molecular cluster, C2H7O2 overall from OMol25. Energies are from the ωB97M-V functional and the def2-TZVPD basis.

Geometry (Å):
O 0.771 1.824 -1.486
H 0.600 2.399 -2.297
H -0.056 -0.430 2.340
H 1.699 2.116 -1.089
C -0.358 -1.196 1.499
C -0.426 -0.389 0.203
O -0.192 -1.059 -0.866
H -1.421 -1.392 1.871
H 0.210 -2.107 1.382
H -0.754 0.681 0.155
H -0.074 -0.446 -1.713

HOMO-LUMO gap, Eh: 0.3787
Highest occupied orbital energy, eV: -16.190
Net charge: +1


<iii>
Here is a 2-piece molecular cluster, C2H7O2 overall from OMol25. Energies are from the ωB97M-V functional and the def2-TZVPD basis.

Geometry (Å):
O 0.680 1.301 -1.553
H 0.794 1.170 -2.502
H 1.287 -0.428 1.166
H 0.963 2.207 -1.385
C 0.341 -0.632 1.660
C -0.772 -0.708 0.708
O -0.693 -0.388 -0.480
H 0.079 0.169 2.350
H 0.440 -1.504 2.309
H -1.687 -1.221 1.011
H 0.099 0.112 -1.015

HOMO-LUMO gap, Eh: 0.4603
Highest occupied orbital energy, eV: -17.533
Net charge: +1


The most stable arrangement is <iii>, and the next structure is 0.670 eV less stable.